i) The following is a quantum chemistry calculation of a cluster of 15 separate species, C60H165N15O15 in total, from the OMol25 dataset.

Element x y z (Å)
C: 6.08243 1.37132 3.50922
C: 7.56422 1.14904 3.10538
C: 7.85068 0.92657 1.64187
O: 6.94330 0.02725 1.11551
C: 7.06180 -0.13875 -0.32806
N: 8.44407 2.27644 3.52758
H: 5.51382 0.53648 3.15889
H: 5.78199 2.28248 2.91058
H: 6.03788 1.50626 4.61162
H: 8.04354 0.29490 3.54564
H: 8.88254 0.57624 1.43414
H: 7.74288 1.95250 1.20127
H: 6.62487 -1.12924 -0.52717
H: 8.10776 -0.23045 -0.65782
H: 6.50673 0.68917 -0.81907
H: 8.02070 3.15647 3.22924
H: 8.40308 2.42532 4.50540
C: 0.67882 -4.38312 -3.68429
C: 0.05656 -3.12293 -4.22966
C: -0.92166 -3.36743 -5.31403
O: -1.55939 -2.18031 -5.70569
C: -2.44396 -2.40668 -6.80283
N: -0.34587 -2.31650 -3.10023
H: 1.76030 -4.17820 -3.41858
H: 0.77904 -5.19842 -4.47552
H: 0.15816 -4.77243 -2.80146
H: 0.89496 -2.54500 -4.72018
H: -1.71094 -4.08904 -4.99549
H: -0.31527 -3.72075 -6.10972
H: -2.98053 -1.48322 -6.81201
H: -3.12162 -3.21422 -6.57286
H: -1.81223 -2.57117 -7.71133
H: -1.18933 -2.72195 -2.69667
H: -0.69305 -1.43231 -3.48693
C: 2.69328 -2.16014 7.28882
C: 1.33673 -1.79928 6.67250
C: 1.50214 -0.95701 5.44482
O: 2.04085 0.29003 5.82828
C: 2.78096 1.05124 4.83945
N: 0.62278 -3.08813 6.23601
H: 3.34198 -2.73207 6.56484
H: 2.50019 -2.80261 8.14726
H: 3.25674 -1.26887 7.56392
H: 0.72979 -1.19423 7.41657
H: 0.56300 -0.87457 4.96214
H: 2.11304 -1.50261 4.71251
H: 2.20010 1.87725 4.43638
H: 2.97215 0.44766 3.90710
H: 3.73007 1.44871 5.17463
H: 0.54282 -3.58440 7.13924
H: 1.18764 -3.73664 5.65138
C: 0.26703 5.56767 -1.15092
C: 1.59594 4.83818 -1.21446
C: 2.48479 5.09469 -0.03060
O: 2.74685 6.49762 -0.02037
C: 3.86610 6.81962 0.78646
N: 1.44848 3.34785 -1.21864
H: -0.17595 5.60528 -0.16377
H: -0.32721 5.02033 -1.83117
H: 0.35447 6.60448 -1.49191
H: 2.05251 5.19866 -2.10543
H: 3.40983 4.49845 -0.09435
H: 2.02714 4.74482 0.89386
H: 3.75804 6.41747 1.79494
H: 3.87044 7.89907 0.78116
H: 4.78253 6.44259 0.35383
H: 0.82200 3.04297 -1.97888
H: 1.12047 3.03139 -0.26798
C: -1.16013 -2.82156 3.29565
C: -2.20376 -3.65661 4.05492
C: -1.54639 -4.91118 4.61637
O: -0.98359 -5.78198 3.56905
C: -1.93925 -6.08502 2.65647
N: -2.71695 -3.04425 5.31280
H: -1.72269 -2.33280 2.47394
H: -0.45109 -3.45773 2.80382
H: -0.51533 -2.15148 3.90249
H: -3.06643 -3.80548 3.44215
H: -2.22165 -5.44778 5.28825
H: -0.76954 -4.49403 5.23504
H: -2.12287 -5.29714 1.92406
H: -2.96930 -6.33583 3.00792
H: -1.54260 -6.94336 2.08828
H: -1.98379 -2.82366 5.94537
H: -3.09549 -2.10505 5.12882
C: 5.08944 2.15221 -4.53614
C: 4.00317 2.38180 -3.49846
C: 2.83136 1.39978 -3.50674
O: 2.23420 1.47622 -4.81273
C: 1.37023 0.39823 -5.18698
N: 4.61446 2.44768 -2.17322
H: 4.70221 2.17442 -5.52117
H: 5.68466 1.23589 -4.34885
H: 5.77867 2.96585 -4.35925
H: 3.53096 3.33940 -3.66656
H: 2.17041 1.64773 -2.68974
H: 3.17843 0.40841 -3.40796
H: 0.99067 0.41911 -6.20561
H: 0.51283 0.42529 -4.55041
H: 1.98223 -0.43691 -5.04586
H: 5.34783 3.14838 -2.12754
H: 3.88183 2.81147 -1.54913
C: 5.36311 -5.65075 -3.63827
C: 4.97314 -5.58665 -2.12057
C: 4.74589 -4.09858 -1.78388
O: 3.76345 -3.68361 -2.71436
C: 3.76036 -2.31742 -2.96334
N: 3.78624 -6.44000 -2.04761
H: 6.08610 -6.48986 -3.78572
H: 5.84642 -4.72438 -3.89176
H: 4.51328 -5.76542 -4.22758
H: 5.74739 -5.97147 -1.49491
H: 5.75422 -3.45688 -1.88907
H: 4.44105 -3.92460 -0.74074
H: 2.75943 -1.96066 -3.24450
H: 4.44288 -2.12881 -3.83354
H: 3.96132 -1.65957 -2.09371
H: 3.03503 -5.92598 -2.60363
H: 3.37011 -6.43407 -1.11784
C: -3.19450 1.06387 -3.30591
C: -4.28614 0.10786 -3.14964
C: -5.38208 0.33137 -4.10608
O: -6.02560 1.57738 -3.85556
C: -7.07353 2.04062 -4.64314
N: -3.77085 -1.27001 -3.41113
H: -2.53648 0.76046 -4.14456
H: -2.50870 1.15859 -2.48452
H: -3.60564 2.07555 -3.54690
H: -4.79520 0.14909 -2.14478
H: -6.12316 -0.43468 -3.92323
H: -5.09698 0.26437 -5.19018
H: -6.89080 2.03416 -5.73156
H: -7.17981 3.11248 -4.43407
H: -7.95819 1.41342 -4.59945
H: -3.09910 -1.38062 -4.13361
H: -4.45012 -1.99864 -3.58992
C: 3.85854 -4.60390 3.51022
C: 2.36149 -4.70759 3.28865
C: 1.97816 -5.53885 2.04569
O: 2.47376 -5.02785 0.79203
C: 1.75317 -3.96263 0.16006
N: 1.72409 -5.28071 4.46118
H: 4.47287 -5.46465 3.64007
H: 4.01694 -4.01211 4.43048
H: 4.29295 -4.01062 2.70981
H: 2.03638 -3.67134 3.18919
H: 0.89518 -5.53511 1.94031
H: 2.33972 -6.58965 2.06763
H: 0.70707 -4.31420 -0.08090
H: 2.36699 -3.73119 -0.68221
H: 1.61177 -3.10318 0.76302
H: 0.82946 -5.63104 4.19058
H: 2.25651 -6.17369 4.65412
C: -5.39124 -3.54200 -0.60654
C: -3.95477 -3.50745 -0.18779
C: -2.92079 -4.22704 -1.03122
O: -2.76969 -5.60597 -0.62368
C: -1.60036 -6.08085 -1.16478
N: -3.50712 -2.13363 0.09736
H: -5.86158 -2.94516 0.13925
H: -5.95707 -4.47756 -0.74293
H: -5.40872 -3.00075 -1.54514
H: -3.79446 -4.04387 0.81992
H: -1.95960 -3.78511 -0.96042
H: -3.12989 -4.24067 -2.15783
H: -0.77332 -5.59986 -0.63337
H: -1.47350 -6.03032 -2.29500
H: -1.61498 -7.18508 -1.00935
H: -3.55795 -1.61432 -0.81406
H: -2.53641 -2.24889 0.38413
C: -4.29424 3.98739 -1.26183
C: -4.50469 4.03939 0.24652
C: -5.73567 4.87458 0.64902
O: -5.76636 6.14560 -0.10215
C: -6.71680 7.07954 0.36520
N: -4.68538 2.75777 0.82099
H: -5.11477 3.46000 -1.78198
H: -3.34160 3.60433 -1.60783
H: -4.36655 5.01590 -1.63160
H: -3.70750 4.55939 0.64495
H: -5.76833 4.94893 1.74072
H: -6.62260 4.30414 0.34279
H: -7.75849 6.79684 0.09679
H: -6.50325 8.04943 -0.08726
H: -6.65667 7.18468 1.43137
H: -3.79782 2.31868 1.10279
H: -5.17526 2.11574 0.20465
C: 0.12553 0.22593 -0.77201
C: 0.69975 -0.28473 0.54039
C: 2.21939 -0.31628 0.39901
O: 2.64805 -0.79713 1.67409
C: 4.02546 -1.28399 1.63804
N: 0.29098 0.59073 1.64089
H: 0.45059 1.23946 -0.99061
H: -0.97795 0.29493 -0.76615
H: 0.47072 -0.45032 -1.60105
H: 0.27781 -1.28280 0.67993
H: 2.71529 0.65141 0.21630
H: 2.48280 -1.05467 -0.45402
H: 4.25288 -1.74430 2.62622
H: 4.65261 -0.40827 1.40431
H: 4.09838 -2.04623 0.89324
H: -0.79548 0.73095 1.84532
H: 0.75996 0.26661 2.50182
C: -0.84002 5.50453 2.68071
C: -1.42544 6.24236 3.89884
C: -2.92862 6.14765 3.84389
O: -3.31901 4.82123 4.10571
C: -4.76815 4.66401 4.15151
N: -0.78964 5.74690 5.15512
H: 0.24043 5.18532 2.92556
H: -0.79225 6.23093 1.81976
H: -1.45216 4.66322 2.42284
H: -1.22996 7.32141 3.89947
H: -3.31275 6.49687 2.91675
H: -3.23268 6.76008 4.72979
H: -5.00510 3.58911 4.08582
H: -5.10833 5.35290 3.37666
H: -5.15802 5.05227 5.14654
H: -0.96076 6.50243 5.88632
H: -1.35648 4.99304 5.53860
C: -3.57366 -0.20878 3.28161
C: -3.44540 1.18355 3.72011
C: -3.24699 1.31882 5.23246
O: -1.94942 0.70838 5.52820
C: -1.33289 1.21427 6.67485
N: -2.35131 1.84649 2.95073
H: -3.84598 -0.35572 2.24402
H: -4.30945 -0.83743 3.85866
H: -2.67207 -0.76625 3.43065
H: -4.31310 1.75508 3.48057
H: -3.93452 0.75790 5.82239
H: -3.17084 2.37789 5.53183
H: -0.36146 0.71330 6.65486
H: -1.84682 0.89111 7.62527
H: -1.32925 2.31660 6.81766
H: -1.47617 1.76279 3.45305
H: -2.58311 2.83648 2.93406
C: -3.57658 1.20749 -7.47672
C: -2.32202 1.79199 -8.14087
C: -1.46470 2.34551 -7.01183
O: -1.97370 3.38138 -6.17985
C: -0.91986 3.93771 -5.41541
N: -1.63074 0.77255 -8.82816
H: -3.25796 0.43036 -6.84490
H: -4.34503 0.97383 -8.18230
H: -4.12883 1.94124 -6.88921
H: -2.68456 2.64149 -8.69617
H: -0.55642 2.67312 -7.45172
H: -1.16854 1.58237 -6.31094
H: -0.28758 4.50129 -6.12051
H: -0.41292 3.15372 -4.81641
H: -1.34787 4.57160 -4.60205
H: -2.03292 0.54691 -9.72615
H: -0.68199 1.07158 -9.05710

highest occupied orbital energy	-8.67	eV
E_LUMO	0.59	eV

=====

ii) The following is a quantum chemistry calculation of a cluster of 15 separate species, C60H165N15O15 in total, from the OMol25 dataset.

Element x y z (Å)
C: 1.56297 2.62305 -5.77414
C: 0.66751 3.62069 -6.53420
C: 1.34328 4.33756 -7.59585
O: 2.39654 5.12103 -7.04815
C: 3.40892 5.60525 -8.01219
N: -0.33300 2.79966 -7.27468
H: 1.29739 2.44495 -4.73210
H: 2.54545 3.06115 -5.59834
H: 1.77688 1.64593 -6.20723
H: 0.12704 4.17390 -5.76612
H: 0.66096 4.99460 -8.13514
H: 1.72504 3.59019 -8.29142
H: 3.21112 5.06300 -8.93682
H: 4.36204 5.30098 -7.57964
H: 3.25128 6.68261 -8.06254
H: -1.03059 3.28943 -7.81652
H: -0.81904 2.10962 -6.71996
C: 1.63359 9.13992 -6.23314
C: 2.56475 8.24400 -5.39131
C: 3.04570 8.86217 -4.05381
O: 4.10536 9.81217 -4.21314
C: 5.49983 9.34185 -4.37007
N: 1.77242 6.98484 -5.18891
H: 1.41711 8.77408 -7.23683
H: 2.21751 10.02000 -6.50258
H: 0.72689 9.47641 -5.73037
H: 3.49265 7.93907 -5.87516
H: 3.52556 8.12276 -3.41263
H: 2.16181 9.16409 -3.49194
H: 5.49404 8.63819 -5.20249
H: 5.99823 8.88025 -3.51765
H: 6.19574 10.15207 -4.58765
H: 1.86116 6.67247 -4.23253
H: 2.05242 6.30662 -5.88297
C: -7.29836 -4.52198 5.62711
C: -6.22000 -5.25482 4.70953
C: -4.94901 -4.31115 4.54145
O: -4.03400 -5.16076 3.82726
C: -2.78284 -4.52017 3.68930
N: -5.73408 -6.45534 5.34739
H: -7.24423 -4.93399 6.63479
H: -8.27054 -4.80992 5.22703
H: -7.36253 -3.43656 5.55061
H: -6.57247 -5.49753 3.70706
H: -4.51547 -4.14968 5.52840
H: -5.05072 -3.36534 4.00928
H: -2.36178 -4.39205 4.68649
H: -2.89705 -3.57345 3.16131
H: -2.34423 -5.17679 2.93791
H: -4.85643 -6.50171 4.84972
H: -5.33340 -6.10608 6.20621
C: 2.07329 0.03007 6.20042
C: 1.69175 0.33015 4.73042
C: 0.77316 1.67339 4.74271
O: -0.26775 1.85522 5.79808
C: -0.96730 3.05987 5.77863
N: 2.86497 0.53232 3.95307
H: 2.61024 0.88888 6.60321
H: 2.77624 -0.79467 6.31774
H: 1.18751 -0.13994 6.81246
H: 1.09559 -0.55044 4.49113
H: 0.22345 1.85034 3.81827
H: 1.54210 2.44498 4.78139
H: -1.10108 3.44894 4.76927
H: -0.38117 3.81828 6.29764
H: -1.90410 3.10030 6.33438
H: 2.85796 0.18239 3.00565
H: 3.52029 -0.13125 4.34079
C: -5.28797 -3.86414 0.13704
C: -6.72768 -3.91963 0.47746
C: -7.38314 -5.30577 0.24579
O: -8.73678 -5.68049 0.76459
C: -9.83074 -5.16605 -0.04133
N: -6.95150 -3.56617 1.82230
H: -4.87369 -2.86144 0.24214
H: -5.22857 -4.06830 -0.93202
H: -4.61277 -4.63703 0.50428
H: -7.32430 -3.30059 -0.19256
H: -6.74104 -6.11441 0.59493
H: -7.42134 -5.42690 -0.83678
H: -9.83402 -5.54793 -1.06224
H: -9.82351 -4.08042 0.05591
H: -10.76943 -5.58243 0.32418
H: -6.25834 -4.04175 2.38216
H: -7.70441 -4.14225 2.17066
C: -3.36984 2.17140 -2.27264
C: -4.56832 2.39246 -1.28210
C: -4.03758 2.19833 0.12005
O: -4.08301 0.80849 0.51718
C: -3.82665 0.55281 1.85425
N: -4.88219 3.86353 -1.49208
H: -2.89149 1.22895 -2.00606
H: -2.63606 2.95420 -2.08055
H: -3.56668 2.17940 -3.34469
H: -5.38618 1.68780 -1.43261
H: -4.69557 2.73579 0.80291
H: -2.98552 2.45912 0.23520
H: -4.25326 1.31199 2.50981
H: -2.80619 0.46517 2.22719
H: -4.35975 -0.37829 2.04648
H: -4.94327 4.04447 -2.48386
H: -5.73916 4.25051 -1.12336
C: -1.91383 -0.01045 -4.95922
C: -1.62700 -1.42368 -5.60354
C: -0.46608 -1.53653 -6.48681
O: 0.72974 -1.46283 -5.69485
C: 1.81784 -1.79721 -6.56568
N: -1.50008 -2.46461 -4.62041
H: -2.87752 0.01887 -4.45075
H: -2.07585 0.71087 -5.76019
H: -1.07119 0.35138 -4.37005
H: -2.46248 -1.64512 -6.26764
H: -0.36305 -0.65031 -7.11298
H: -0.65730 -2.38860 -7.13913
H: 2.10917 -0.85549 -7.03084
H: 1.76447 -2.63917 -7.25587
H: 2.74557 -1.99959 -6.03047
H: -0.53362 -2.29916 -4.37817
H: -1.41197 -3.37539 -5.04798
C: -6.26322 -1.76617 9.34037
C: -5.15604 -2.84061 9.26517
C: -3.97802 -2.38389 8.31621
O: -3.17164 -1.29240 8.83345
C: -2.19347 -0.85709 7.88382
N: -4.62847 -3.04611 10.56750
H: -7.10507 -2.04987 9.97196
H: -6.88337 -1.54969 8.47051
H: -5.76287 -0.82369 9.56283
H: -5.46782 -3.82204 8.90785
H: -4.34499 -2.10526 7.32838
H: -3.27333 -3.21427 8.27168
H: -1.42490 -1.59029 7.63927
H: -1.60943 -0.00919 8.24167
H: -2.59280 -0.56865 6.91148
H: -3.63205 -3.06690 10.40378
H: -4.82465 -2.25744 11.16718
C: -2.32570 5.06457 -4.20669
C: -1.77433 6.48194 -4.40725
C: -0.89204 7.09057 -3.22248
O: 0.11912 6.22596 -2.74025
C: 0.24316 6.39986 -1.32008
N: -1.05410 6.54991 -5.69295
H: -3.14786 5.18576 -3.50137
H: -1.55729 4.36458 -3.87856
H: -2.89298 4.77700 -5.09190
H: -2.61006 7.15549 -4.59696
H: -1.51055 7.60448 -2.48666
H: -0.41672 7.92258 -3.74204
H: 1.26679 6.08154 -1.12269
H: -0.41923 5.77225 -0.72388
H: 0.21772 7.47309 -1.13128
H: -0.94804 5.65687 -6.15267
H: -0.10386 6.64848 -5.36519
C: 4.43095 -4.47025 -1.40844
C: 4.53216 -3.58473 -0.20193
C: 5.11908 -2.20843 -0.51481
O: 5.28801 -1.49358 0.64729
C: 5.88661 -0.17404 0.33051
N: 3.20313 -3.70479 0.48601
H: 5.44702 -4.68946 -1.73655
H: 3.82170 -4.01404 -2.18868
H: 3.95324 -5.43896 -1.26185
H: 5.14329 -4.14516 0.50556
H: 4.50062 -1.77389 -1.30017
H: 6.08842 -2.35692 -0.99067
H: 6.94743 -0.34877 0.51007
H: 5.50372 0.55328 1.04639
H: 5.87428 0.25827 -0.67002
H: 2.42138 -3.40164 -0.07708
H: 3.33382 -3.06617 1.25750
C: 0.53650 2.35253 -1.39761
C: 0.99610 1.28134 -0.43832
C: -0.16869 0.28906 0.05021
O: 0.51040 -0.57528 0.94487
C: -0.21247 -0.99535 1.99801
N: 2.08088 0.51939 -1.19995
H: -0.13266 3.17123 -1.13294
H: 0.16977 1.73361 -2.21648
H: 1.43326 2.84998 -1.76701
H: 1.54504 1.69272 0.40874
H: -0.77085 -0.13083 -0.75552
H: -0.85342 0.88519 0.65343
H: 0.30487 -1.82872 2.47337
H: -1.12878 -1.44686 1.61772
H: -0.49769 -0.22238 2.71164
H: 1.97799 -0.38849 -0.76953
H: 1.74487 0.39845 -2.14471
C: 7.80581 -3.66961 -3.55428
C: 7.26212 -2.22345 -4.00331
C: 5.79173 -2.32082 -4.28396
O: 5.29416 -1.38219 -5.26566
C: 4.63820 -0.18323 -4.83132
N: 7.59082 -1.05962 -3.17228
H: 8.88785 -3.62049 -3.43233
H: 7.48522 -4.42154 -4.27534
H: 7.50832 -4.00756 -2.56161
H: 7.75618 -2.06483 -4.96187
H: 5.18651 -2.40334 -3.38119
H: 5.65351 -3.27882 -4.78518
H: 5.18753 0.41920 -4.10785
H: 3.69307 -0.53364 -4.41654
H: 4.38548 0.55106 -5.59621
H: 7.37703 -0.25526 -3.74448
H: 8.57162 -0.93929 -2.96335
C: -2.26591 -5.23421 -1.04442
C: -0.88576 -4.80434 -1.47312
C: -0.63629 -3.25500 -1.09114
O: 0.74580 -2.90836 -1.24013
C: 1.12747 -2.66905 -2.59817
N: 0.05668 -5.71585 -0.89155
H: -2.60117 -6.19907 -1.42487
H: -3.08902 -4.60315 -1.37963
H: -2.38779 -5.33543 0.03400
H: -0.92088 -4.86792 -2.56070
H: -0.83612 -3.10806 -0.02974
H: -1.36594 -2.58440 -1.54503
H: 2.04336 -2.07862 -2.62349
H: 0.45579 -1.94527 -3.05978
H: 1.35274 -3.55380 -3.19364
H: 0.86131 -5.41770 -1.42424
H: 0.20159 -5.46338 0.07559
C: 4.02942 3.51797 0.96284
C: 5.52865 3.59579 0.54422
C: 5.83462 4.35913 -0.74302
O: 5.61935 5.76427 -0.65710
C: 6.77804 6.62547 -0.70628
N: 6.24844 4.16899 1.63582
H: 3.45816 3.07729 0.14579
H: 3.68655 4.53255 1.16579
H: 3.99961 2.95899 1.89812
H: 5.95249 2.61734 0.31816
H: 5.14566 3.96545 -1.49032
H: 6.87641 4.21433 -1.02903
H: 6.39507 7.62330 -0.92019
H: 7.27631 6.16521 -1.55950
H: 7.19371 6.77811 0.28972
H: 6.49797 5.14005 1.51390
H: 5.91121 3.90927 2.55175
C: -0.59925 -7.28747 10.03369
C: -0.71705 -6.24136 8.85501
C: 0.68536 -5.96250 8.28273
O: 0.78966 -4.69367 7.73048
C: 0.35001 -4.61330 6.41979
N: -1.72282 -6.82868 8.06046
H: -1.45452 -7.26019 10.70887
H: 0.24752 -7.09179 10.69156
H: -0.36516 -8.31177 9.74365
H: -1.07121 -5.37136 9.40797
H: 0.87347 -6.88931 7.74076
H: 1.27471 -5.99102 9.19922
H: 1.03331 -5.04590 5.68901
H: 0.44269 -3.53996 6.25407
H: -0.70274 -4.84888 6.26380
H: -2.15618 -6.03990 7.60205
H: -2.53474 -7.17698 8.54992

highest occupied orbital energy	-8.49	eV
E_LUMO	0.36	eV

=====

i) has the most favorable energy; the next structure is 133.0 kcal/mol above.